*w*
Density functional theory data (ωB97M-V/def2-TZVPD) for a 2-piece molecular cluster, C4H12 overall.

Computed properties:
2S+1: 1
Frontier orbital gap: 12.301 eV
E_HOMO: -0.410 hartree
Total charge: 0

Positions of all 16 atoms, in Å:
C: 1.461 1.738 -0.663
C: 1.902 0.252 -0.547
H: 1.254 2.082 -1.674
H: 0.725 2.016 0.083
H: 2.365 2.301 -0.416
H: 1.389 -0.077 0.353
H: 1.631 -0.326 -1.428
H: 2.929 0.007 -0.276
C: -2.382 -0.833 0.297
C: -1.026 -1.179 0.902
H: -2.400 0.170 -0.149
H: -2.539 -1.488 -0.562
H: -3.186 -0.875 1.026
H: -0.840 -0.673 1.850
H: -0.261 -0.848 0.204
H: -1.020 -2.266 1.003

The net atomic charges from natural (NBO), expressed in e, are:
1. C -0.6221
2. C -0.6215
3. H 0.2098
4. H 0.2078
5. H 0.2067
6. H 0.2079
7. H 0.2061
8. H 0.2078
9. C -0.6028
10. C -0.6096
11. H 0.1969
12. H 0.2008
13. H 0.2024
14. H 0.1994
15. H 0.2077
16. H 0.2027



*x*
Density functional theory data (ωB97M-V/def2-TZVPD) for a 2-piece molecular cluster, C4H12 overall.

Computed properties:
2S+1: 1
Frontier orbital gap: 12.551 eV
E_HOMO: -0.423 hartree
Total charge: 0

Positions of all 16 atoms, in Å:
C: -2.054 -2.169 -0.231
C: -2.188 -0.941 -1.079
H: -2.900 -2.250 0.467
H: -1.929 -3.109 -0.769
H: -1.212 -2.144 0.452
H: -1.863 -1.035 -2.122
H: -1.417 -0.182 -0.682
H: -3.098 -0.443 -1.293
C: 1.878 1.626 1.323
C: 2.354 1.436 -0.135
H: 1.906 2.703 1.607
H: 0.845 1.324 1.607
H: 2.549 1.154 2.066
H: 3.328 1.011 -0.008
H: 2.115 2.320 -0.665
H: 1.686 0.699 -0.539

The net atomic charges from natural (NBO), expressed in e, are:
1. C -0.6207
2. C -0.6270
3. H 0.2076
4. H 0.2085
5. H 0.2083
6. H 0.2067
7. H 0.2014
8. H 0.2151
9. C -0.6107
10. C -0.6257
11. H 0.1982
12. H 0.2027
13. H 0.2003
14. H 0.2181
15. H 0.2139
16. H 0.2032



*y*
Density functional theory data (ωB97M-V/def2-TZVPD) for a 2-piece molecular cluster, C4H12 overall.

Computed properties:
2S+1: 1
Frontier orbital gap: 12.695 eV
E_HOMO: -0.425 hartree
Total charge: 0

Positions of all 16 atoms, in Å:
C: 0.107 -1.466 -0.494
C: -0.290 -2.305 -1.714
H: 1.169 -1.260 -0.375
H: -0.295 -0.447 -0.571
H: -0.353 -1.740 0.456
H: 0.321 -2.012 -2.559
H: -0.176 -3.355 -1.453
H: -1.339 -2.098 -1.921
C: 0.632 1.557 1.460
C: -0.545 2.164 0.722
H: 1.581 2.066 1.255
H: 0.673 1.442 2.546
H: 0.944 0.553 1.150
H: -1.327 1.433 0.514
H: -0.190 2.433 -0.274
H: -0.911 3.035 1.258

The net atomic charges from natural (NBO), expressed in e, are:
1. C -0.6156
2. C -0.6079
3. H 0.2038
4. H 0.1979
5. H 0.2062
6. H 0.2067
7. H 0.2042
8. H 0.2041
9. C -0.6251
10. C -0.6156
11. H 0.2021
12. H 0.2080
13. H 0.2064
14. H 0.2058
15. H 0.2076
16. H 0.2115



*z*
Density functional theory data (ωB97M-V/def2-TZVPD) for a 2-piece molecular cluster, C4H12 overall.

Computed properties:
2S+1: 1
Frontier orbital gap: 12.622 eV
E_HOMO: -0.425 hartree
Total charge: 0

Positions of all 16 atoms, in Å:
C: 2.037 -1.192 0.062
C: 2.707 0.165 -0.301
H: 1.308 -1.484 -0.719
H: 2.663 -2.076 -0.061
H: 1.479 -0.997 0.971
H: 2.431 0.538 -1.293
H: 2.425 0.916 0.527
H: 3.802 0.167 -0.190
C: -2.591 0.903 0.763
C: -2.179 0.099 -0.513
H: -2.768 1.955 0.563
H: -3.428 0.448 1.310
H: -1.673 0.925 1.335
H: -2.383 -0.983 -0.467
H: -2.665 0.629 -1.319
H: -1.099 0.122 -0.652

The net atomic charges from natural (NBO), expressed in e, are:
1. C -0.6329
2. C -0.6180
3. H 0.2035
4. H 0.2160
5. H 0.2144
6. H 0.2094
7. H 0.2007
8. H 0.2072
9. C -0.6127
10. C -0.6128
11. H 0.2032
12. H 0.2076
13. H 0.2014
14. H 0.2074
15. H 0.2049
16. H 0.2007



Relative energies, hartree: *w* 0.0045; *x* 0.0172; *y* 0.0000; *z* 0.0120.